No. 1
A molecular structure, C26H30IN6O6S2Zr, computed with ωB97M-V/def2-TZVPD.

Last column: Löwdin charge in e.
Positions of all 72 atoms, in Å:
Zr (-0.07, -0.27, 0.01)  1.4278
O (3.60, -1.41, -0.83)  -0.1575
S (2.40, -0.82, -0.41)  0.4600
O (2.66, 0.30, 0.67)  -0.1789
O (1.56, -0.20, -1.46)  -0.3976
O (1.43, -1.71, 0.27)  -0.3521
N (-0.12, 1.36, 3.27)  0.1991
C (-0.07, 0.04, 3.38)  -0.4112
N (0.11, -0.47, 4.60)  0.1889
C (0.15, -1.79, 4.69)  -0.4239
N (0.38, -2.35, 5.88)  0.1949
N (-0.06, -2.62, 3.65)  0.1968
C (-0.26, -2.04, 2.49)  -0.2857
N (-0.23, -0.72, 2.26)  0.0208
C (-0.69, -2.90, 1.37)  -0.2169
C (-0.58, -4.29, 1.43)  0.0289
C (-1.10, -5.05, 0.40)  -0.0132
C (-1.76, -4.40, -0.63)  -0.0139
C (-1.82, -3.01, -0.62)  -0.1018
N (-1.26, -2.27, 0.33)  -0.0238
H (-0.10, 1.92, 4.10)  0.1286
H (-0.19, 1.79, 2.34)  0.0599
H (0.47, -1.77, 6.69)  0.1206
H (0.37, -3.35, 5.95)  0.1201
H (-0.09, -4.74, 2.28)  0.1199
H (-1.01, -6.12, 0.41)  0.1210
H (-2.22, -4.95, -1.44)  0.1166
H (-2.36, -2.47, -1.38)  0.1012
C (3.86, 2.65, -4.85)  -0.0392
C (3.37, 2.64, -3.44)  -0.2519
C (2.02, 2.75, -3.13)  -0.0106
C (1.54, 2.56, -1.84)  -0.2119
C (0.07, 2.81, -1.60)  -0.0522
C (2.44, 2.20, -0.84)  -0.1040
C (1.98, 1.62, 0.49)  -0.3483
O (0.65, 1.41, 0.60)  -0.3977
C (3.82, 2.27, -1.09)  -0.2016
C (4.82, 2.16, 0.02)  -0.0178
C (4.26, 2.48, -2.38)  0.0099
H (3.08, 2.96, -5.55)  0.0758
H (4.19, 1.65, -5.13)  0.0883
H (4.71, 3.32, -4.97)  0.0848
H (1.32, 3.00, -3.92)  0.1171
H (-0.31, 3.49, -2.37)  0.0968
H (-0.09, 3.27, -0.63)  0.0888
H (-0.52, 1.88, -1.65)  -0.0078
H (2.37, 2.18, 1.36)  0.1761
H (4.78, 1.18, 0.49)  0.0789
H (4.63, 2.91, 0.79)  0.0951
H (5.83, 2.31, -0.36)  0.0867
H (5.32, 2.50, -2.58)  0.1241
I (-2.60, 0.92, 0.47)  0.2747
C (-5.43, 0.30, -6.60)  -0.0362
C (-4.20, 0.17, -5.77)  -0.2554
C (-2.96, 0.58, -6.25)  -0.0201
C (-1.82, 0.45, -5.48)  -0.0730
C (-1.91, -0.10, -4.20)  -0.3618
C (-3.13, -0.51, -3.71)  -0.0579
C (-4.27, -0.39, -4.49)  -0.0132
S (-0.40, -0.18, -3.20)  1.0550
C (0.16, -1.81, -3.82)  -0.1585
O (-0.94, -0.56, -1.82)  -0.7707
H (-5.26, 0.97, -7.45)  0.0816
H (-6.25, 0.70, -6.00)  0.0882
H (-5.74, -0.67, -6.98)  0.0933
H (-2.88, 1.03, -7.23)  0.1203
H (-0.86, 0.78, -5.85)  0.1138
H (-3.21, -0.90, -2.70)  0.0892
H (-5.22, -0.72, -4.10)  0.1251
H (-0.66, -2.51, -3.75)  0.0699
H (0.98, -2.10, -3.17)  0.0551
H (0.50, -1.70, -4.85)  0.0728

## Properties
HOMO energy in eV: -10.88
Energy in eV: -79727.7007
Gap between HOMO and LUMO in eV: 7.67
Net charge: +1
Energy relative to the best compared isomer or geometry (same formula, charge and spin) in eV: 2.264

No. 2
A molecular structure, C26H30IrN7OS3Si, computed with ωB97M-V/def2-TZVPD.

Last column: natural (NBO) charge in e.
Positions of all 69 atoms, in Å:
Ir (-0.05, -0.19, 0.31)  0.9759
N (2.88, -0.99, 3.45)  -0.7829
C (2.16, -0.52, 2.41)  0.2775
S (0.44, -0.79, 2.51)  -0.1794
N (2.77, 0.12, 1.46)  -0.4057
N (1.94, 0.52, 0.43)  -0.3306
C (2.48, 1.42, -0.35)  0.0632
C (1.96, 1.99, -1.53)  0.0861
C (2.66, 3.04, -2.15)  -0.1633
C (2.20, 3.65, -3.28)  -0.2051
C (0.98, 3.21, -3.85)  -0.2495
C (0.31, 2.19, -3.29)  0.0367
N (0.78, 1.56, -2.14)  -0.4249
H (2.44, -1.47, 4.21)  0.4113
H (3.88, -0.85, 3.46)  0.4121
H (3.46, 1.78, -0.05)  0.2272
H (3.58, 3.35, -1.69)  0.2343
H (2.76, 4.46, -3.73)  0.2346
H (0.57, 3.67, -4.74)  0.2404
H (-0.62, 1.77, -3.65)  0.2337
C (-2.66, 3.28, 2.29)  -1.1327
Si (-1.64, 2.77, 0.80)  1.7847
C (-2.11, 3.64, -0.79)  -1.1329
C (0.13, 3.11, 1.23)  -1.1454
N (-1.87, 0.98, 0.51)  -0.8076
C (-3.08, 0.44, 0.41)  0.0985
C (-4.28, 1.20, 0.30)  -0.1829
C (-5.51, 0.61, 0.21)  -0.2229
C (-5.62, -0.78, 0.24)  -0.1096
C (-4.49, -1.58, 0.33)  -0.3191
C (-3.24, -0.99, 0.39)  0.4185
O (-2.10, -1.69, 0.50)  -0.5349
C (-2.08, -3.04, 0.17)  0.3660
C (-2.35, -3.41, -1.14)  -0.3217
C (-2.25, -4.75, -1.48)  -0.2031
C (-1.86, -5.68, -0.52)  -0.2118
C (-1.60, -5.28, 0.78)  -0.1780
C (-1.71, -3.94, 1.14)  -0.2505
H (-2.53, 4.35, 2.44)  0.2520
H (-2.27, 2.78, 3.18)  0.2545
H (-3.72, 3.08, 2.24)  0.2436
H (-1.51, 4.54, -0.90)  0.2523
H (-3.15, 3.94, -0.84)  0.2457
H (-1.91, 3.01, -1.66)  0.2416
H (0.14, 4.00, 1.86)  0.2580
H (0.75, 3.31, 0.36)  0.2402
H (0.61, 2.31, 1.81)  0.2555
H (-4.20, 2.27, 0.26)  0.2221
H (-6.39, 1.22, 0.12)  0.2328
H (-6.59, -1.25, 0.19)  0.2287
H (-4.58, -2.66, 0.35)  0.2463
H (-2.64, -2.66, -1.87)  0.2455
H (-2.47, -5.07, -2.49)  0.2241
H (-1.78, -6.72, -0.79)  0.2283
H (-1.30, -6.01, 1.52)  0.2295
H (-1.49, -3.60, 2.14)  0.2424
S (1.17, -2.45, -0.26)  -0.0868
C (1.37, -2.35, -1.93)  -0.0225
N (0.53, -2.86, -2.81)  -0.5510
C (0.69, -2.42, -4.19)  -0.2300
C (2.17, -2.06, -4.33)  -0.5386
S (2.69, -1.52, -2.68)  0.3666
H (-0.33, -3.27, -2.47)  0.4420
H (0.04, -1.56, -4.36)  0.2201
H (0.41, -3.22, -4.87)  0.2269
H (2.32, -1.26, -5.05)  0.2475
H (2.76, -2.93, -4.63)  0.2337
N (-0.78, -0.29, -2.12)  -0.4640
C (0.03, 0.50, -1.67)  0.2068

## Properties
HOMO energy (alpha / beta) in eV: -8.89 / -10.73
Energy in eV: -83142.1468
Gap between HOMO and LUMO (alpha / beta) in eV: 6.76 / 5.97
Expectation value of S²: 8.85
Spin multiplicity: 6
Net charge: +1
Energy relative to the best compared isomer or geometry (same formula, charge and spin) in eV: 0.254

No. 3
A molecular structure, C26H31AsFeN4O7S3, computed with ωB97M-V/def2-TZVPD.

Last column: Löwdin charge in e.
Positions of all 73 atoms, in Å:
Fe (1.25, -0.02, 0.36)  0.3715
C (-1.74, 2.57, -1.61)  -0.0316
C (-0.88, 1.88, -0.57)  -0.2640
N (-0.01, 0.99, -0.89)  -0.0499
N (0.16, 0.79, -2.26)  -0.0693
C (1.41, 0.64, -2.56)  -1.0958
S (2.75, 0.64, -1.50)  0.6901
S (1.68, 0.48, -4.34)  0.8236
C (2.62, 2.02, -4.55)  -0.4676
C (1.79, 3.25, -4.31)  -0.2933
C (1.09, 3.85, -5.35)  -0.0635
C (0.28, 4.96, -5.12)  -0.1098
C (0.15, 5.47, -3.84)  -0.1158
C (0.83, 4.86, -2.79)  -0.0897
C (1.65, 3.77, -3.02)  -0.0450
C (-1.02, 2.31, 0.82)  -0.1472
C (-2.21, 2.91, 1.25)  -0.0881
C (-2.38, 3.39, 2.54)  -0.1413
C (-1.29, 3.32, 3.42)  -0.1282
C (-0.10, 2.77, 3.02)  -0.0262
C (0.09, 2.20, 1.73)  -0.3832
O (1.21, 1.66, 1.44)  -0.1194
H (-1.36, 2.38, -2.60)  0.0594
H (-2.76, 2.18, -1.54)  0.0782
H (-1.78, 3.64, -1.41)  0.0748
H (3.47, 1.98, -3.87)  0.0503
H (2.99, 2.00, -5.58)  0.0646
H (1.18, 3.44, -6.35)  0.1045
H (-0.25, 5.41, -5.95)  0.0885
H (-0.49, 6.32, -3.65)  0.0891
H (0.72, 5.24, -1.78)  0.1040
H (2.16, 3.28, -2.20)  0.0852
H (-3.04, 2.98, 0.56)  0.0948
H (-3.32, 3.82, 2.85)  0.0747
H (-1.39, 3.70, 4.43)  0.0858
H (0.74, 2.70, 3.70)  0.1055
O (3.97, -2.38, -0.20)  -0.3378
S (2.77, -2.20, 0.58)  0.3056
O (2.56, -3.35, 1.49)  -0.3972
O (1.53, -2.00, -0.27)  -0.4681
O (2.77, -0.92, 1.38)  -0.4131
C (-1.22, -3.79, 0.05)  -0.3185
As (-1.45, -2.09, -0.91)  1.0935
C (-3.32, -2.41, -1.48)  -0.3612
C (-0.61, -2.62, -2.60)  -0.3299
H (-1.52, -4.64, -0.57)  0.0134
H (-1.83, -3.77, 0.96)  0.0078
H (-0.17, -3.87, 0.32)  0.0057
H (-3.44, -3.38, -1.97)  0.0036
H (-3.62, -1.62, -2.17)  -0.0004
H (-3.98, -2.37, -0.61)  -0.0028
H (-0.98, -3.59, -2.93)  0.0122
H (0.46, -2.66, -2.42)  0.0116
H (-0.82, -1.86, -3.35)  0.0061
O (3.52, -4.32, 4.03)  -0.0573
C (2.31, -5.02, 4.13)  -0.2607
N (1.22, -4.21, 3.67)  0.0900
C (0.32, -3.57, 4.45)  -0.4450
O (0.06, -3.87, 5.61)  0.0289
C (-0.38, -2.46, 3.72)  -0.1030
C (-1.73, -2.20, 3.91)  -0.0144
C (-2.32, -1.22, 3.11)  -0.0519
C (-1.54, -0.57, 2.16)  -0.1441
N (-0.24, -0.79, 2.01)  0.0855
C (0.33, -1.70, 2.80)  -0.0491
H (3.54, -3.92, 3.14)  0.0671
H (2.14, -5.27, 5.18)  0.1158
H (2.34, -5.93, 3.53)  0.1183
H (1.37, -3.85, 2.73)  0.0746
H (-2.29, -2.76, 4.65)  0.1137
H (-3.37, -0.98, 3.21)  0.0964
H (-1.99, 0.15, 1.49)  0.0920
H (1.40, -1.80, 2.70)  0.0969

## Properties
HOMO energy (alpha / beta) in eV: -2.03 / -2.01
Energy in eV: -175493.7261
Gap between HOMO and LUMO (alpha / beta) in eV: 6.31 / 6.29
Net charge: -2
Energy relative to the best compared isomer or geometry (same formula, charge and spin) in eV: 0.000